This record from OMol25 describes C18H33N3O3Tl as an isolated structure at a distorted geometry. The level of theory is the ωB97M-V functional and the def2-TZVPD basis.

Structure (XYZ):
```
58
Properties=species:S:1:pos:R:3:mulliken_charge:R:1
H -2.901 -3.270 -0.351 0.23
H -3.858 0.180 -1.491 0.24
H 1.242 0.747 -1.213 0.26
C -0.570 1.358 -2.115 -0.36
C 1.391 0.897 4.904 -1.12
H 4.572 2.645 -0.195 0.34
H 5.074 2.267 2.586 0.38
H 1.297 -0.936 3.080 0.37
H -1.139 1.668 -2.977 0.41
H 2.880 4.110 2.833 0.33
C -0.675 -3.166 -3.990 -1.25
H 3.525 1.198 -0.101 0.32
H 2.823 2.783 -0.537 0.31
C -1.487 -4.091 -3.404 0.60
C -3.298 -5.182 -2.108 -1.34
C 0.783 1.213 -2.063 -0.71
H -1.105 -2.879 -0.697 0.31
O -0.547 1.183 0.171 -0.64
H -1.090 -5.022 -5.307 0.40
H 3.211 2.596 4.206 0.38
H -3.873 -5.085 -1.188 0.40
C -2.040 -3.346 -1.031 -1.26
N 3.271 2.529 1.495 0.63
H -5.075 2.957 -1.470 0.26
C -3.714 1.275 -1.569 -0.44
H 2.942 -1.100 3.767 0.28
C 3.260 3.956 1.814 -1.27
C -3.140 2.192 0.545 0.39
H 1.943 0.427 5.740 0.36
H 4.307 0.769 1.978 0.45
H 4.113 1.074 4.458 0.35
H -5.777 1.383 -0.863 0.34
O -4.475 2.345 0.434 -0.34
N 2.152 0.883 3.658 0.41
H 0.422 -3.215 -3.973 0.33
H -1.450 -6.209 -4.001 0.31
H -1.058 -2.453 -4.738 0.32
H 0.450 0.352 4.756 0.34
C -1.722 -5.228 -4.422 -1.28
C 3.568 2.279 0.093 -1.16
Tl 0.259 2.571 2.165 0.98
C 4.104 1.755 2.417 -1.11
H -3.518 1.545 -2.611 0.36
H 2.717 -0.449 2.115 0.23
O -2.482 2.465 1.533 -0.54
C -1.253 1.389 -0.833 0.60
C 3.420 1.606 3.774 -0.86
H 1.436 1.612 -2.817 0.31
N -2.620 1.693 -0.686 0.23
C -2.206 -4.128 -2.148 1.40
H 4.271 4.407 1.755 0.37
C 2.291 -0.472 3.126 -1.05
H 2.603 4.484 1.108 0.37
H -2.779 -5.251 -4.738 0.29
H 1.164 1.936 5.180 0.37
C -4.881 2.009 -0.941 -0.42
H -3.946 -5.088 -2.989 0.28
H -2.814 -6.167 -2.123 0.29
```

Computed properties:
Maximum force = 0.0880 Eh/bohr
Kohn-Sham gap (alpha / beta) = 5.71 / 6.54 eV
Relative energy (zero: lowest compared OMol25 entry of this formula, charge and spin) = 3.588 eV
Multiplicity = 1
Net charge = +1
E_LUMO (alpha / beta) = -0.126 / -0.126 Eh
DFT total energy = -34497.31198 eV